# C20H28N4O4

A single C20H28N4O4 molecule (the ωB97M-V functional and the def2-TZVPD basis, OMol25).

Geometry as XYZ:
```
56
Properties=species:S:1:pos:R:3:mulliken_charge:R:1
C -3.68 -3.19 -0.05 -1.033
C -3.09 -2.67 -1.35 -0.185
O -1.67 -2.66 -1.34 -0.512
C -0.95 -1.94 -0.43 0.404
C 0.34 -2.43 -0.22 -0.060
C 1.20 -1.79 0.65 -0.612
C 2.54 -2.35 0.94 -0.651
O 2.93 -2.60 2.07 -0.640
N 3.34 -2.66 -0.12 0.377
N 3.17 -2.49 -1.46 -0.966
C 2.69 -1.43 -1.98 -0.505
C 2.32 -0.15 -1.39 0.821
C 1.26 0.65 -1.79 -1.083
N 1.30 1.76 -1.04 1.188
C 0.44 2.91 -1.12 -0.018
C 1.10 4.01 -1.96 -1.427
N 2.34 1.76 -0.21 -1.119
C 2.98 0.62 -0.39 0.944
C 4.23 0.32 0.34 -1.451
C 0.78 -0.67 1.35 0.165
C -0.48 -0.14 1.13 0.592
O -0.96 0.99 1.71 -0.348
C -0.17 1.67 2.67 -0.534
C -0.18 0.99 4.04 -1.320
C -1.37 -0.78 0.23 0.278
O -2.65 -0.30 0.07 -0.387
C -2.78 0.95 -0.58 0.264
C -4.26 1.29 -0.64 -1.527
H -3.50 -2.48 0.75 0.215
H -4.76 -3.32 -0.17 0.398
H -3.24 -4.15 0.21 0.325
H -3.32 -3.36 -2.18 0.396
H -3.49 -1.69 -1.59 0.086
H 0.63 -3.32 -0.75 0.532
H 4.13 -3.27 0.09 0.282
H 2.55 -1.50 -3.05 0.402
H 0.49 0.47 -2.51 0.467
H 0.27 3.28 -0.11 0.160
H -0.51 2.61 -1.57 0.083
H 0.45 4.89 -1.99 0.449
H 2.05 4.29 -1.52 0.340
H 1.27 3.67 -2.98 0.309
H 4.95 -0.16 -0.32 0.326
H 4.05 -0.35 1.19 0.198
H 4.65 1.25 0.73 0.465
H 1.46 -0.21 2.05 0.651
H 0.85 1.81 2.30 0.316
H -0.65 2.66 2.75 0.474
H -1.21 0.89 4.39 0.344
H 0.26 0.00 3.98 0.315
H 0.38 1.59 4.74 0.406
H -2.36 0.88 -1.60 0.144
H -2.24 1.73 -0.03 0.179
H -4.40 2.25 -1.13 0.428
H -4.67 1.34 0.36 0.338
H -4.80 0.53 -1.20 0.318
```

Structure (SMILES): CCOc1cc(C(=O)N/N=C\c2cn(CC)nc2C)cc(OCC)c1OCC
Lowest unoccupied orbital energy (hartree): 0.0224
E_HOMO (eV): -8.3
Net charge: 0
Relative energy (zero: lowest compared OMol25 entry of this formula, charge and spin) (eV): 4.1044